{"formula": "C5H10O", "method": "the ωB97M-V functional and the def2-TZVPD basis", "gap_ha": 0.3494, "multiplicity": 1, "total_charge": 0, "smiles": "C/C=C1/CO1.C", "e_lumo_ev": 1.0, "homo_energy_ev": -8.5, "species": ["C", "C", "C", "C", "C", "O", "H", "H", "H", "H", "H", "H", "H", "H", "H", "H"], "coordinates": [[-0.62370, 1.66594, -1.48342], [-0.31945, -0.08760, 0.63300], [-1.20776, -1.05607, -0.08017], [0.97235, -0.32989, 0.68558], [2.08425, -0.69988, 1.48655], [1.73784, -1.37261, 0.23743], [-0.32243, 2.65674, -1.81230], [-1.54377, 1.73406, -0.88961], [-0.78680, 0.97600, -2.31653], [-0.72672, 0.74247, 1.19935], [-2.18774, -0.65651, -0.34426], [-1.34865, -1.86976, 0.64154], [-0.73068, -1.48879, -0.96419], [0.18516, 1.27513, -0.87409], [3.04798, -0.21402, 1.52634], [1.77013, -1.27520, 2.35478]], "forces_ev_per_angstrom": [[0.05, 0.22, -0.21], [0.18, -0.29, 0.36], [-0.14, -0.06, -0.08], [-0.58, -0.30, 0.50], [0.37, 0.11, 0.40], [-0.03, -0.31, 0.01], [-0.22, 0.07, -0.34], [0.29, 0.03, -0.14], [0.01, 0.31, -0.02], [0.04, -0.23, 0.08], [0.13, 0.02, -0.04], [-0.22, -0.10, -0.24], [-0.10, 0.13, 0.10], [-0.28, 0.29, -0.35], [0.02, 0.11, -0.16], [0.49, -0.01, 0.11]]}

***

{"formula": "C43H44ClN8PTi", "method": "the ωB97M-V functional and the def2-TZVPD basis", "gap_ha": [0.1624, 0.2725], "multiplicity": 3, "total_charge": 2, "e_lumo_ev": [-5.9, -6.1], "s2": 2.026, "homo_energy_ev": [-10.3, -13.5], "species": ["Ti", "C", "C", "N", "C", "C", "N", "C", "C", "N", "C", "C", "N", "C", "C", "C", "C", "C", "C", "C", "N", "H", "H", "H", "H", "H", "H", "H", "H", "H", "H", "H", "H", "H", "H", "H", "H", "H", "H", "H", "H", "H", "H", "H", "Cl", "C", "C", "C", "C", "C", "C", "P", "C", "C", "C", "C", "C", "C", "C", "C", "C", "C", "C", "C", "H", "H", "H", "H", "H", "H", "H", "H", "H", "H", "H", "H", "H", "H", "N", "C", "C", "C", "C", "C", "C", "C", "N", "C", "C", "N", "C", "H", "H", "H", "H", "H", "H", "H"], "coordinates": [[-0.40791, -1.19974, 0.84532], [-1.74654, -2.96776, -2.87091], [-1.08404, -2.63403, -1.57765], [-1.69373, -2.03340, -0.57411], [-3.09120, -1.66814, -0.63536], [-3.58343, -1.31245, 0.78072], [-2.46617, -1.16479, 1.76379], [-2.68223, -0.11660, 2.80873], [-1.54933, 0.90331, 2.81000], [-0.26152, 0.21224, 2.63465], [0.18331, -0.46526, 3.88827], [-0.01835, -1.97231, 3.79449], [0.23870, -2.38814, 2.42577], [1.07200, -3.38428, 2.16473], [1.70932, -4.24186, 3.20846], [1.32501, -3.60735, 0.77109], [2.11781, -4.60666, 0.13816], [1.96667, -4.77276, -1.22928], [1.01680, -4.07000, -1.96460], [0.23526, -3.11656, -1.26002], [0.54013, -2.82418, 0.01626], [-2.25661, -3.93344, -2.79715], [-1.01603, -3.04958, -3.67416], [-2.48345, -2.21664, -3.15088], [-3.67975, -2.50093, -1.02504], [-3.25158, -0.82490, -1.31512], [-4.27996, -2.06520, 1.14748], [-4.12763, -0.37251, 0.75415], [-2.38814, -2.04958, 2.25537], [-2.75459, -0.60013, 3.78260], [-3.63726, 0.38211, 2.64788], [-1.56344, 1.47553, 3.74059], [-1.63504, 1.61910, 2.00014], [0.43760, 0.91490, 2.39975], [-0.35742, -0.05477, 4.74266], [1.23453, -0.23319, 4.03485], [-1.04159, -2.24463, 4.08129], [0.63583, -2.46470, 4.51180], [0.98590, -4.56447, 3.95723], [2.51221, -3.70441, 3.71966], [2.14264, -5.13332, 2.76238], [2.80668, -5.21615, 0.70172], [2.56839, -5.52044, -1.73161], [0.83229, -4.28814, -3.00547], [3.32011, -1.04691, 2.78621], [4.34134, -0.96741, 1.38000], [5.63349, -1.44735, 1.51356], [6.50382, -1.33886, 0.44468], [6.08066, -0.73544, -0.72994], [4.78449, -0.26356, -0.84267], [3.86394, -0.38362, 0.20965], [2.14293, 0.21388, -0.00346], [2.10342, 0.54460, -1.78530], [2.05524, -0.57037, -2.62773], [1.99518, -0.40550, -4.00165], [1.97764, 0.87376, -4.54704], [2.05035, 1.98177, -3.71709], [2.12162, 1.82056, -2.33803], [2.09864, 1.82059, 0.85556], [1.02718, 2.69543, 0.64621], [0.90960, 3.85782, 1.39278], [1.85101, 4.16098, 2.36931], [2.92567, 3.30930, 2.57267], [3.05321, 2.14912, 1.81862], [5.94961, -1.88336, 2.45155], [7.51622, -1.70912, 0.53973], [6.76215, -0.62633, -1.56304], [4.48347, 0.20715, -1.76454], [2.08783, -1.57091, -2.21164], [1.97510, -1.27273, -4.65037], [1.93220, 1.00280, -5.62096], [2.06939, 2.97728, -4.14198], [2.20105, 2.69153, -1.70169], [0.29753, 2.48442, -0.12176], [0.08895, 4.53863, 1.20072], [1.75695, 5.06787, 2.95236], [3.67878, 3.55023, 3.31173], [3.91300, 1.51240, 1.97673], [-7.64748, 6.59866, -2.26487], [-6.82284, 5.80727, -2.14942], [-5.78693, 4.82451, -1.99358], [-6.00228, 3.71981, -1.17409], [-5.00323, 2.77375, -1.02044], [-3.79286, 2.95221, -1.67333], [-3.56828, 4.04663, -2.49475], [-4.57391, 4.98287, -2.66098], [-2.75364, 1.98549, -1.49420], [-1.94580, 1.44715, -2.46554], [-1.08529, 0.61929, -1.81962], [-1.32634, 0.64586, -0.45711], [-2.35660, 1.46684, -0.31622], [-6.95469, 3.59770, -0.67745], [-5.18213, 1.89020, -0.42144], [-2.61463, 4.17609, -2.99063], [-4.42039, 5.84245, -3.29832], [-2.06813, 1.68905, -3.50813], [-0.31320, 0.01142, -2.25242], [-2.83726, 1.76029, 0.60068]], "forces_ev_per_angstrom": [[-0.41, 0.76, -0.21], [0.04, 0.02, -0.05], [-0.07, -0.07, -0.06], [0.20, 0.06, 0.00], [-0.05, -0.03, -0.01], [0.05, 0.05, 0.03], [0.08, -0.04, 0.05], [0.01, -0.04, -0.09], [0.00, -0.04, -0.03], [0.01, -0.10, 0.17], [0.00, 0.05, -0.08], [-0.05, -0.01, 0.03], [0.32, 0.11, 0.06], [0.26, -0.02, 0.08], [-0.03, -0.05, -0.01], [0.05, -0.02, -0.14], [0.03, 0.09, 0.02], [0.02, -0.05, -0.03], [-0.02, 0.07, 0.02], [0.01, -0.27, 0.09], [-0.18, -0.27, 0.00], [0.00, 0.01, 0.01], [0.01, 0.00, 0.02], [-0.01, 0.01, 0.01], [-0.01, -0.01, 0.00], [0.00, 0.00, -0.01], [0.00, -0.04, 0.00], [-0.03, 0.04, -0.01], [-0.06, -0.06, -0.06], [0.04, 0.00, 0.03], [-0.03, 0.01, 0.00], [-0.03, 0.00, 0.03], [-0.01, 0.00, 0.01], [0.00, 0.04, -0.05], [0.00, 0.00, 0.03], [-0.01, -0.03, -0.04], [0.00, 0.01, -0.02], [0.01, -0.01, 0.02], [0.00, 0.01, 0.00], [-0.02, 0.02, 0.00], [-0.01, 0.01, 0.00], [-0.01, 0.00, -0.02], [-0.01, 0.02, 0.00], [0.00, -0.03, 0.02], [-0.12, -0.11, 0.07], [-0.05, -0.02, 0.03], [-0.06, 0.03, 0.02], [0.09, 0.00, -0.05], [0.02, -0.01, 0.00], [-0.11, -0.07, 0.14], [0.26, 0.02, -0.21], [-0.20, -0.38, 0.34], [0.03, 0.10, -0.07], [0.00, 0.03, 0.01], [-0.01, -0.02, -0.01], [0.00, -0.01, -0.05], [0.01, 0.03, 0.02], [-0.02, -0.04, 0.00], [0.13, 0.07, 0.03], [0.01, 0.04, 0.05], [-0.02, 0.03, 0.00], [-0.01, 0.01, -0.01], [0.00, -0.01, -0.01], [0.02, 0.05, -0.04], [-0.01, 0.01, -0.02], [-0.02, 0.00, -0.02], [-0.01, 0.00, 0.02], [-0.02, 0.02, -0.07], [0.01, 0.00, 0.01], [0.00, 0.02, 0.02], [0.00, 0.00, 0.02], [0.00, -0.02, 0.01], [-0.01, 0.02, 0.00], [-0.05, -0.05, -0.03], [0.02, -0.01, 0.01], [0.00, -0.02, -0.01], [-0.01, 0.00, -0.01], [-0.03, 0.04, -0.01], [0.09, -0.10, 0.01], [-0.13, 0.14, -0.02], [0.05, -0.03, -0.01], [0.03, -0.03, 0.00], [-0.04, 0.04, -0.05], [-0.05, -0.02, -0.01], [0.00, 0.00, 0.00], [-0.01, -0.02, 0.02], [0.02, -0.04, 0.11], [0.01, -0.01, -0.07], [0.07, 0.07, 0.00], [-0.21, -0.10, 0.01], [0.19, 0.15, 0.03], [0.01, 0.00, 0.00], [0.02, -0.01, 0.01], [-0.01, -0.01, 0.02], [0.00, 0.00, 0.01], [0.02, -0.02, 0.04], [0.04, -0.03, -0.04], [-0.02, -0.01, -0.05]]}

***

{"formula": "CH3N2O4", "method": "the ωB97M-V functional and the def2-TZVPD basis", "gap_ha": 0.3123, "multiplicity": 1, "total_charge": -1, "smiles": "[O-][N+]([O-])=NC(O)O", "e_lumo_ev": 4.0, "homo_energy_ev": -4.5, "species": ["C", "N", "N", "O", "O", "O", "O", "H", "H", "H"], "coordinates": [[-0.30166, -0.08448, -0.27892], [0.41819, -1.23811, -0.61938], [1.31751, -1.75386, 0.11127], [1.47630, -1.45197, 1.33527], [2.06581, -2.62311, -0.37380], [-0.44204, 0.29564, 1.00125], [0.07156, 1.01841, -1.11894], [-1.37528, -0.36525, -0.52562], [0.35634, -0.02051, 1.49302], [0.72126, 1.43022, -0.53977]], "forces_ev_per_angstrom": [[-3.25, -1.24, -1.51], [0.50, -0.57, -1.45], [0.57, -0.25, 0.23], [0.09, 0.73, 0.76], [-0.09, -0.25, -0.08], [1.15, 1.02, 2.64], [0.11, -0.22, 0.65], [1.02, 0.64, -0.68], [-0.37, -0.33, -0.28], [0.26, 0.48, -0.29]]}

***

{"formula": "C21H38O22S2", "method": "the ωB97M-V functional and the def2-TZVPD basis", "gap_ha": 0.3810, "multiplicity": 1, "total_charge": 0, "smiles": "CCOS(C)(=O)=O.CCOS(C)(=O)=O.O=C1OCCO1.O=C1OCCO1.O=C1OCCO1.O=C1OCCO1.O=C1OCCO1.O", "e_lumo_ev": -0.1, "homo_energy_ev": -10.4, "species": ["O", "S", "O", "O", "C", "C", "C", "H", "H", "H", "H", "H", "H", "H", "H", "O", "S", "O", "O", "C", "C", "C", "H", "H", "H", "H", "H", "H", "H", "H", "O", "H", "H", "C", "C", "O", "C", "O", "O", "H", "H", "H", "H", "C", "C", "O", "C", "O", "O", "H", "H", "H", "H", "C", "C", "O", "C", "O", "O", "H", "H", "H", "H", "C", "C", "O", "C", "O", "O", "H", "H", "H", "H", "C", "C", "O", "C", "O", "O", "H", "H", "H", "H"], "coordinates": [[-0.43989, 16.93990, -43.66221], [0.48781, 18.02749, -43.54508], [1.90040, 17.84952, -43.74101], [-0.00592, 19.15563, -44.61433], [0.84218, 20.29691, -44.77558], [0.15736, 21.18122, -45.81826], [0.23758, 18.96465, -42.02251], [1.86764, 20.01768, -45.00513], [0.86621, 20.94612, -43.89062], [-0.17401, 20.59410, -46.67694], [0.91270, 21.78486, -46.33902], [-0.55777, 21.87584, -45.39300], [0.80337, 19.89074, -42.01177], [0.28498, 18.32179, -41.14847], [-0.79706, 19.31992, -42.05686], [4.76648, 9.02560, -48.17623], [5.61267, 9.78642, -47.30110], [7.00546, 10.00969, -47.54038], [4.97072, 11.20492, -46.85661], [3.58670, 11.40688, -47.18552], [3.09754, 12.65190, -46.40613], [5.58007, 8.93153, -45.68058], [3.01168, 10.53578, -46.85800], [3.40607, 11.47992, -48.25817], [2.21170, 12.32103, -45.86523], [2.66572, 13.37413, -47.10427], [3.84660, 13.17586, -45.82690], [6.34275, 9.40166, -45.06978], [5.94527, 7.95742, -46.00168], [4.56192, 8.95351, -45.31012], [3.50273, 15.49755, -44.18528], [2.99105, 16.31501, -44.30521], [4.35321, 15.79505, -43.84491], [1.58064, 17.07066, -47.03749], [1.79235, 17.00198, -48.51286], [0.67698, 17.71163, -49.04039], [-0.31338, 17.65197, -48.12484], [-1.46899, 17.85627, -48.34219], [0.17257, 17.28416, -46.94057], [1.97310, 17.88954, -46.42686], [1.92594, 16.20047, -46.47326], [1.72253, 15.96298, -48.85833], [2.77532, 17.34172, -48.83323], [6.40786, 19.50310, -40.55609], [6.05450, 20.56118, -41.62388], [5.90029, 19.75061, -42.78750], [5.62197, 18.50365, -42.45051], [5.14881, 17.68543, -43.18423], [6.07578, 18.26900, -41.20068], [5.74590, 19.50533, -39.68667], [7.41782, 19.53383, -40.15055], [6.80880, 21.31238, -41.85912], [5.16939, 21.17434, -41.44279], [6.92579, 12.83297, -44.70544], [7.36441, 14.26734, -44.32512], [7.87190, 14.84806, -45.51716], [8.21613, 13.79497, -46.33678], [8.88445, 13.91896, -47.30645], [7.87847, 12.64295, -45.73474], [5.87317, 12.75798, -44.97200], [7.06660, 12.21538, -43.81993], [8.02301, 14.28360, -43.44959], [6.58781, 14.94905, -43.95489], [5.81332, 17.39455, -46.90088], [6.68378, 18.63346, -47.08713], [5.74304, 19.69369, -46.76462], [4.50633, 19.25320, -46.76744], [3.52516, 19.93046, -46.80702], [4.48825, 17.88562, -46.77722], [6.03016, 16.89221, -45.95915], [5.89792, 16.78261, -47.79902], [7.07472, 18.82193, -48.08241], [7.46283, 18.70834, -46.33302], [5.17069, 15.11323, -40.86140], [4.76793, 13.61765, -40.72155], [3.56313, 13.69181, -39.99856], [3.45598, 14.91588, -39.40066], [2.55484, 15.23021, -38.69939], [4.46849, 15.71069, -39.79026], [4.75266, 15.46730, -41.80732], [6.24141, 15.29620, -40.86095], [5.55363, 13.06629, -40.20154], [4.57217, 13.24357, -41.72570]], "forces_ev_per_angstrom": [[0.80, 0.80, 0.29], [-1.01, 1.34, -0.51], [0.01, -0.27, 0.09], [0.30, -1.21, 1.21], [-0.41, 1.47, -0.32], [1.54, -0.14, -1.13], [-1.31, -0.13, -0.43], [-0.15, -0.18, -0.33], [0.04, -0.58, 0.38], [-0.74, -0.13, 0.41], [0.15, 0.18, 0.53], [-0.42, -0.35, -0.09], [0.66, -0.44, 0.14], [0.61, 0.01, -0.03], [-0.07, -0.31, -0.21], [0.12, 0.97, -0.16], [0.66, -0.91, 2.58], [-0.59, 0.29, -0.69], [0.37, -0.62, -1.17], [-0.80, 0.38, 0.68], [-0.99, -0.51, -1.34], [0.32, 0.51, -1.82], [0.16, -0.01, 0.03], [0.48, 0.14, -0.01], [0.36, 0.30, 0.74], [0.34, 0.11, -0.09], [-0.03, -0.23, 0.31], [-0.25, 0.14, 0.24], [-0.32, -0.27, 0.44], [0.08, -0.22, 0.26], [0.10, -0.29, -0.23], [0.14, -0.11, 0.29], [-0.19, 0.32, -0.09], [0.12, 0.61, 1.89], [0.59, -0.71, -0.23], [0.39, 0.26, -0.51], [-0.74, -0.23, -0.03], [0.38, 0.30, -0.11], [-0.45, -0.84, 0.32], [0.61, 0.25, -0.93], [-0.51, -0.37, -0.35], [-0.13, 0.04, 0.06], [-0.32, 0.65, -0.16], [-1.02, 0.26, 0.75], [0.65, 0.37, -0.04], [-0.73, 1.11, -0.68], [0.73, -0.74, 0.05], [0.26, 0.07, 0.27], [-0.03, -0.41, -0.17], [0.03, 0.51, -0.07], [0.21, -0.25, -0.60], [0.40, -0.40, 0.21], [-0.35, -0.61, 0.15], [0.47, 2.16, 1.17], [-1.73, 0.98, 1.38], [0.01, -0.87, -0.06], [1.14, 0.72, 1.01], [-0.53, -0.19, -0.27], [-0.55, -1.56, -0.87], [0.20, -0.05, -0.75], [0.47, -0.51, -0.45], [0.91, -0.23, -0.70], [-0.43, -0.35, -0.42], [0.41, -0.14, -0.05], [-0.60, 0.78, 1.10], [1.20, 0.60, -0.28], [-0.81, -0.87, -0.38], [-0.02, -0.03, 0.35], [-0.35, 0.70, -0.40], [0.24, -0.36, -0.35], [-0.17, -0.45, 0.40], [-0.05, -0.18, -0.07], [0.21, -0.12, -0.22], [-0.65, -1.13, -0.88], [0.89, 1.15, -0.70], [-0.12, 0.07, 0.53], [-0.34, -0.48, -0.63], [0.14, 0.10, 0.26], [0.34, 0.61, 0.44], [0.07, 0.33, 0.20], [-0.04, 0.16, 0.48], [-0.35, -0.31, 0.10], [0.00, -0.44, 0.22]]}